Below is a molecular structure, C13H17MgN3O3 at a distorted geometry, with properties calculated with ωB97M-V/def2-TZVPD.

Cartesian coordinates (Å):
C1 -1.511 -2.380 3.137
C2 -0.753 -0.060 4.035
H1 -2.546 -2.351 3.462
H2 -0.915 -3.093 3.687
H3 -1.511 -2.629 2.052
H4 -0.219 0.691 3.469
H5 -1.709 0.349 4.400
H6 -0.131 -0.367 4.872
C3 -0.757 -1.702 -2.422
C4 -1.635 -1.723 -3.509
C5 -1.677 -0.617 -4.359
C6 -0.903 0.505 -4.037
H7 -0.713 -2.540 -1.729
H8 -2.270 -2.585 -3.679
H9 -2.322 -0.606 -5.237
H10 -0.964 1.418 -4.623
N1 0.041 -0.654 -2.151
C7 -0.049 0.481 -2.909
C8 0.619 1.683 -2.381
N2 1.209 1.543 -1.154
C9 1.586 2.635 -0.462
C10 0.952 4.057 -2.277
C11 1.456 3.920 -0.985
H11 1.963 2.467 0.550
H12 1.745 4.775 -0.373
C12 0.501 2.946 -2.972
H13 0.025 3.009 -3.953
H14 0.868 5.039 -2.722
Mg1 1.328 -0.437 -0.496
C13 3.073 -1.449 0.068
H15 3.876 -0.732 0.261
H16 3.422 -2.164 -0.682
H17 2.888 -2.019 0.988
O1 -0.347 -2.441 5.986
N3 -1.309 -2.098 6.703
O2 -2.405 -1.739 6.242
O3 -0.908 -1.131 3.198

## Properties
LUMO (alpha / beta): -2.72 / -2.72 eV
electronic energy: -1095.45093 hartree
highest occupied orbital energy (alpha / beta): -4.404 / -4.404 eV

---

Below is a molecular structure, C34H31F4N2PSe2TeTi, with properties calculated with ωB97M-V/def2-TZVPD.

Cartesian coordinates (Å):
Ti1 0.131 -0.521 -1.376
C1 -0.199 -2.979 -3.168
N1 -0.021 -2.657 -1.720
C2 -1.099 -3.329 -0.959
C3 1.309 -3.176 -1.308
C4 2.377 -2.336 -1.975
N2 1.952 -0.931 -1.841
C5 2.923 0.034 -2.183
C6 2.589 1.065 -3.052
F1 1.320 1.123 -3.501
C7 3.501 2.041 -3.412
F2 3.116 2.995 -4.250
C8 4.784 2.033 -2.898
C9 5.118 1.035 -2.000
F3 6.327 1.004 -1.451
C10 4.204 0.062 -1.635
F4 4.552 -0.857 -0.715
H1 0.050 -4.031 -3.325
H2 0.447 -2.356 -3.783
H3 -1.234 -2.815 -3.451
H4 -1.013 -4.413 -1.071
H5 -2.060 -3.009 -1.356
H6 -1.031 -3.075 0.097
H7 1.385 -4.234 -1.573
H8 1.381 -3.100 -0.223
H9 2.518 -2.598 -3.027
H10 3.330 -2.494 -1.472
H11 5.500 2.793 -3.176
Se1 1.035 1.171 0.369
P1 -1.882 1.047 -1.201
Se2 -1.615 -0.141 -3.004
C11 -3.483 0.730 -0.448
C12 -4.141 1.793 0.173
C13 -5.359 1.576 0.800
C14 -5.921 0.307 0.809
C15 -5.264 -0.750 0.192
C16 -4.043 -0.545 -0.428
C17 -1.757 2.793 -1.613
C18 -1.079 3.666 -0.762
C19 -1.005 5.017 -1.069
C20 -1.610 5.497 -2.220
C21 -2.300 4.634 -3.062
C22 -2.381 3.287 -2.760
H12 -3.719 2.790 0.157
H13 -5.871 2.403 1.271
H14 -6.877 0.144 1.286
H15 -5.710 -1.736 0.183
H16 -3.552 -1.375 -0.924
H17 -0.634 3.308 0.157
H18 -0.479 5.691 -0.407
H19 -1.552 6.550 -2.461
H20 -2.774 5.014 -3.956
H21 -2.920 2.621 -3.423
Te1 2.161 -0.660 1.615
C23 0.398 -1.762 1.982
C24 -0.872 -1.198 1.903
C25 -1.981 -1.972 2.234
C26 -1.813 -3.282 2.656
C27 -0.541 -3.836 2.744
C28 0.571 -3.080 2.404
C29 2.477 0.207 3.494
C30 3.343 -0.461 4.348
C31 3.572 0.071 5.609
C32 2.951 1.252 5.988
C33 2.094 1.912 5.117
C34 1.846 1.390 3.856
H22 -0.996 -0.159 1.617
H23 -2.972 -1.540 2.180
H24 -2.675 -3.876 2.929
H25 -0.415 -4.856 3.082
H26 1.561 -3.517 2.479
H27 3.849 -1.372 4.051
H28 4.244 -0.433 6.288
H29 3.140 1.665 6.970
H30 1.619 2.836 5.418
H31 1.177 1.903 3.178

## Properties
LUMO: -6.78 eV
electronic energy: -8084.40647 hartree
charge: +2
highest occupied orbital energy: -13.819 eV

---

Which of these has the lowest electronic energy?
C34H31F4N2PSe2TeTi

---

Please write out number 2 again, unchanged.
Below is a molecular structure, C34H31F4N2PSe2TeTi, with properties calculated with ωB97M-V/def2-TZVPD.

Cartesian coordinates (Å):
Ti1 0.131 -0.521 -1.376
C1 -0.199 -2.979 -3.168
N1 -0.021 -2.657 -1.720
C2 -1.099 -3.329 -0.959
C3 1.309 -3.176 -1.308
C4 2.377 -2.336 -1.975
N2 1.952 -0.931 -1.841
C5 2.923 0.034 -2.183
C6 2.589 1.065 -3.052
F1 1.320 1.123 -3.501
C7 3.501 2.041 -3.412
F2 3.116 2.995 -4.250
C8 4.784 2.033 -2.898
C9 5.118 1.035 -2.000
F3 6.327 1.004 -1.451
C10 4.204 0.062 -1.635
F4 4.552 -0.857 -0.715
H1 0.050 -4.031 -3.325
H2 0.447 -2.356 -3.783
H3 -1.234 -2.815 -3.451
H4 -1.013 -4.413 -1.071
H5 -2.060 -3.009 -1.356
H6 -1.031 -3.075 0.097
H7 1.385 -4.234 -1.573
H8 1.381 -3.100 -0.223
H9 2.518 -2.598 -3.027
H10 3.330 -2.494 -1.472
H11 5.500 2.793 -3.176
Se1 1.035 1.171 0.369
P1 -1.882 1.047 -1.201
Se2 -1.615 -0.141 -3.004
C11 -3.483 0.730 -0.448
C12 -4.141 1.793 0.173
C13 -5.359 1.576 0.800
C14 -5.921 0.307 0.809
C15 -5.264 -0.750 0.192
C16 -4.043 -0.545 -0.428
C17 -1.757 2.793 -1.613
C18 -1.079 3.666 -0.762
C19 -1.005 5.017 -1.069
C20 -1.610 5.497 -2.220
C21 -2.300 4.634 -3.062
C22 -2.381 3.287 -2.760
H12 -3.719 2.790 0.157
H13 -5.871 2.403 1.271
H14 -6.877 0.144 1.286
H15 -5.710 -1.736 0.183
H16 -3.552 -1.375 -0.924
H17 -0.634 3.308 0.157
H18 -0.479 5.691 -0.407
H19 -1.552 6.550 -2.461
H20 -2.774 5.014 -3.956
H21 -2.920 2.621 -3.423
Te1 2.161 -0.660 1.615
C23 0.398 -1.762 1.982
C24 -0.872 -1.198 1.903
C25 -1.981 -1.972 2.234
C26 -1.813 -3.282 2.656
C27 -0.541 -3.836 2.744
C28 0.571 -3.080 2.404
C29 2.477 0.207 3.494
C30 3.343 -0.461 4.348
C31 3.572 0.071 5.609
C32 2.951 1.252 5.988
C33 2.094 1.912 5.117
C34 1.846 1.390 3.856
H22 -0.996 -0.159 1.617
H23 -2.972 -1.540 2.180
H24 -2.675 -3.876 2.929
H25 -0.415 -4.856 3.082
H26 1.561 -3.517 2.479
H27 3.849 -1.372 4.051
H28 4.244 -0.433 6.288
H29 3.140 1.665 6.970
H30 1.619 2.836 5.418
H31 1.177 1.903 3.178

## Properties
LUMO: -6.78 eV
electronic energy: -8084.40647 hartree
charge: +2
highest occupied orbital energy: -13.819 eV

---

Look up the electronic energy of the second one.
-8084.40647 hartree